DFT (the ωB97M-V functional and the def2-TZVPD basis) results for a cluster of 11 separate species, C44H88O23 in total.

Each line ends with the Mulliken charge.
Element x y z (Å)
C 1.304 3.709 1.198  -0.302
C 2.683 3.262 1.630  -0.361
O 3.202 4.241 2.530  -0.351
C 3.220 4.108 3.845  0.841
O 2.652 3.240 4.471  -0.593
O 3.947 5.080 4.357  -0.352
C 4.206 5.005 5.753  -0.637
H 1.323 4.676 0.686  0.494
H 0.553 3.777 1.985  -0.251
H 0.855 3.125 0.392  -0.036
H 3.351 3.132 0.781  0.393
H 2.634 2.279 2.101  0.330
H 4.934 5.729 6.104  0.239
H 4.586 4.020 6.029  0.295
H 3.265 5.144 6.286  0.275
C -1.661 2.079 -0.163  -0.680
C -1.098 1.065 0.813  1.817
O -0.846 -0.158 0.122  -0.077
C 0.420 -0.528 -0.083  0.599
O 1.424 0.042 0.271  -0.709
O 0.341 -1.718 -0.652  0.199
C 1.515 -2.456 -0.964  -0.344
H -2.568 1.634 -0.590  0.062
H -1.074 2.180 -1.078  -0.116
H -1.984 2.987 0.344  0.343
H -1.829 0.940 1.603  -1.519
H -0.281 1.580 1.315  -0.093
H 1.424 -3.419 -0.472  -0.229
H 2.448 -2.029 -0.587  0.273
H 1.707 -2.478 -2.036  0.298
C -2.373 -1.863 4.216  -1.364
C -2.845 -1.566 2.773  0.810
O -4.139 -0.970 2.782  -0.393
C -4.598 -0.378 1.688  0.766
O -4.028 -0.282 0.631  -0.422
O -5.692 0.290 2.032  -0.355
C -6.398 0.992 1.033  -0.388
H -2.237 -0.937 4.776  0.164
H -1.479 -2.484 4.246  0.270
H -3.093 -2.398 4.841  0.388
H -2.862 -2.510 2.227  0.360
H -2.087 -0.976 2.262  -0.305
H -6.507 0.505 0.063  0.275
H -5.989 1.961 0.736  -0.023
H -7.381 1.195 1.450  0.304
C 5.250 -8.556 -1.476  -1.408
C 4.594 -7.196 -1.318  0.144
O 5.114 -6.492 -0.181  -0.360
C 4.300 -5.628 0.410  0.692
O 3.254 -5.146 0.055  -0.360
O 4.845 -5.400 1.601  -0.395
C 4.160 -4.536 2.492  -0.548
H 6.208 -8.443 -1.997  0.341
H 4.710 -9.174 -2.192  0.374
H 5.453 -9.019 -0.514  0.332
H 3.550 -7.483 -1.175  0.133
H 4.724 -6.559 -2.190  0.294
H 3.848 -3.612 2.007  0.203
H 4.746 -4.378 3.392  0.278
H 3.244 -5.015 2.849  0.243
C -0.559 4.455 -2.936  -0.703
C -0.208 5.388 -4.088  -0.593
O 0.772 6.348 -3.764  -0.352
C 0.456 7.433 -3.055  0.820
O -0.659 7.738 -2.717  -0.574
O 1.577 8.096 -2.833  -0.345
C 1.512 9.366 -2.200  -0.625
H -1.317 3.759 -3.301  0.247
H -0.857 5.025 -2.058  0.444
H 0.270 3.800 -2.659  0.276
H -1.103 5.827 -4.536  0.352
H 0.247 4.838 -4.914  0.270
H 1.121 10.074 -2.932  0.288
H 2.491 9.709 -1.880  0.218
H 0.860 9.256 -1.333  0.302
C 0.223 0.919 -4.958  -1.350
C -0.170 0.123 -3.722  0.337
O -1.460 0.496 -3.261  -0.113
C -2.553 -0.243 -3.437  0.733
O -2.573 -1.305 -3.995  -0.603
O -3.575 0.441 -2.939  -0.223
C -4.848 -0.224 -2.939  -0.698
H -0.441 0.660 -5.783  0.369
H 1.219 0.614 -5.282  0.415
H 0.186 1.991 -4.772  0.157
H 0.465 0.307 -2.855  0.044
H -0.151 -0.942 -3.960  0.127
H -4.993 -0.507 -3.983  0.380
H -5.625 0.463 -2.623  0.179
H -4.842 -1.131 -2.338  0.254
C -0.951 -4.813 0.869  1.071
C -1.740 -6.068 1.111  -0.653
C -1.802 -6.113 2.643  -0.521
O -0.585 -5.520 3.098  -0.529
C -0.171 -4.524 2.155  0.595
H -1.669 -3.992 0.770  -0.089
H -0.377 -4.830 -0.055  -0.765
H -1.206 -6.935 0.716  0.254
H -2.704 -5.983 0.611  0.392
H -2.052 -7.037 3.165  0.393
H -2.675 -5.519 2.959  0.175
H 0.894 -4.726 2.015  -0.222
H -0.293 -3.498 2.507  -0.097
C -3.870 5.919 1.265  -0.191
C -4.580 4.702 0.664  0.301
C -6.061 4.994 0.900  -0.392
O -6.140 6.377 1.285  -0.468
C -4.900 6.998 0.981  -0.575
H -2.913 6.124 0.782  0.363
H -3.695 5.817 2.336  -0.001
H -4.175 3.766 1.051  -0.428
H -4.415 4.644 -0.415  0.251
H -6.451 4.409 1.735  0.272
H -6.677 4.840 0.012  0.293
H -4.842 7.903 1.585  0.374
H -4.907 7.278 -0.080  0.243
C -2.769 3.642 4.654  -0.260
C -1.253 3.915 4.648  -0.426
C -0.641 2.519 4.480  -0.531
O -1.600 1.891 3.654  -0.129
C -2.884 2.179 4.169  -0.215
H -3.312 4.284 3.959  -0.221
H -3.141 3.882 5.650  0.379
H -0.941 4.374 5.586  0.455
H -1.000 4.558 3.805  0.135
H -0.554 1.969 5.422  0.262
H 0.323 2.563 3.979  0.202
H -3.122 1.485 4.987  0.278
H -3.620 1.940 3.400  0.033
C -0.313 -5.342 -3.010  -0.001
C -0.585 -5.995 -4.361  -0.810
C 0.875 -6.119 -4.874  -0.529
O 1.635 -6.299 -3.685  -0.422
C 0.853 -6.144 -2.496  0.556
H -1.208 -5.312 -2.385  0.345
H -0.008 -4.304 -3.161  -0.103
H -1.231 -5.392 -4.999  0.383
H -1.070 -6.963 -4.227  0.334
H 1.092 -5.200 -5.423  0.289
H 0.988 -6.994 -5.513  0.323
H 1.414 -5.576 -1.752  -0.445
H 0.604 -7.113 -2.054  0.180
C 5.609 -1.610 -1.045  -0.279
C 5.422 -2.710 -2.111  0.030
C 6.117 -2.140 -3.345  -0.600
O 7.237 -1.486 -2.782  -0.425
C 6.883 -0.877 -1.536  -0.437
H 5.509 -2.084 -0.070  0.281
H 4.764 -0.921 -1.133  0.025
H 4.390 -3.008 -2.304  0.151
H 5.938 -3.603 -1.753  0.045
H 5.440 -1.447 -3.863  0.266
H 6.332 -2.895 -4.100  0.378
H 6.661 0.179 -1.688  0.274
H 7.711 -1.024 -0.845  0.291

- Energy above the lowest of the compared OMol25 structures with the same formula, charge and spin: 13.3 kcal per mole
- E_tot: -94145.042 eV
- SMILES: CCOC(=O)OC.CCOC(=O)OC.CCOC(=O)OC.CCOC(=O)OC.CCOC(=O)OC.CCOC(=O)OC.C1CCOC1.C1CCOC1.C1CCOC1.C1CCOC1.C1CCOC1
- Orbital gap: 10.07 eV
- LUMO level: 0.464 eV